Record 1
The molecule CO2S at a distorted geometry, computed with ωB97M-V/def2-TZVPD.

XYZ file:
```
4
Properties=species:S:1:pos:R:3:lowdin_charge:R:1
C 0.285 -0.153 -0.135 -0.852
O 1.171 -0.936 -0.214 0.132
O -0.614 0.545 -0.713 -0.210
S -0.842 0.544 1.061 0.930
```

Computed properties:
* HOMO level: -10.2 eV
* E_tot: -15965.14531 eV
* LUMO energy: -1.03 eV
* gap between HOMO and LUMO: 9.145 eV
* energy relative to the best compared isomer or geometry (same formula, charge and spin): 0.0 kcal/mol
* SMILES: O=C1OS1

---

Record 2
The ion CO4P with charge -1 at a distorted geometry, computed with ωB97M-V/def2-TZVPD.

XYZ file:
```
6
Properties=species:S:1:pos:R:3:lowdin_charge:R:1
C -0.611 0.689 -0.202 -0.891
O 1.135 -1.620 1.032 -0.496
O -1.302 1.670 -0.130 0.042
O -0.926 -0.537 -0.346 -0.137
O 0.754 0.772 -0.085 -0.234
P 0.949 -0.974 -0.269 0.717
```

Computed properties:
* net charge: -1
* HOMO level: -4.8 eV
* E_tot: -18519.66171 eV
* LUMO energy: 4.45 eV
* gap between HOMO and LUMO: 9.299 eV
* energy relative to the best compared isomer or geometry (same formula, charge and spin): 0.0 kcal/mol
* SMILES: O=P12OC1([O-])O2

---

Record 3
A cluster of 2 separate species, CO4S in total at a distorted geometry, computed with ωB97M-V/def2-TZVPD.

XYZ file:
```
6
Properties=species:S:1:pos:R:3:lowdin_charge:R:1
C -1.239 -0.054 -0.136 -0.572
O 0.360 -0.125 0.981 -0.398
O -1.237 1.129 -0.236 0.136
O 1.960 0.063 -0.882 -0.371
O -1.545 -1.145 -0.234 0.218
S 1.701 0.132 0.508 0.988
```

Computed properties:
* HOMO level: -11.9 eV
* E_tot: -20061.64141 eV
* LUMO energy: -1.80 eV
* gap between HOMO and LUMO: 10.133 eV
* energy relative to the best compared isomer or geometry (same formula, charge and spin): 19.8 kcal/mol

---

Record 4
A cluster of 2 separate species, CO4S in total at a distorted geometry, computed with ωB97M-V/def2-TZVPD.

XYZ file:
```
6
Properties=species:S:1:pos:R:3:lowdin_charge:R:1
C 1.461 -0.069 -0.185 -0.463
O 2.197 0.786 0.001 0.256
O -2.469 -0.689 0.177 -0.391
O -0.703 0.995 0.550 -0.393
O 0.809 -1.037 -0.238 0.075
S -1.296 0.013 -0.305 0.917
```

Computed properties:
* HOMO level: -11.6 eV
* E_tot: -20061.97229 eV
* LUMO energy: -0.83 eV
* gap between HOMO and LUMO: 10.785 eV
* energy relative to the best compared isomer or geometry (same formula, charge and spin): 12.2 kcal/mol

---

Record 5
The ion CO4S2 with charge -2 at a distorted geometry, computed with ωB97M-V/def2-TZVPD.

XYZ file:
```
7
Properties=species:S:1:pos:R:3:lowdin_charge:R:1
C -1.228 0.323 0.318 -1.102
O 0.900 0.847 -1.411 -0.485
O -1.868 1.163 0.980 -0.189
O 1.135 -0.880 0.319 -0.461
O 1.292 1.441 0.956 -0.457
S -1.823 -0.943 -0.582 0.358
S 0.672 0.464 0.043 0.337
```

Computed properties:
* net charge: -2
* HOMO level: 0.2 eV
* E_tot: -30897.19566 eV
* LUMO energy: 6.14 eV
* gap between HOMO and LUMO: 5.909 eV
* energy relative to the best compared isomer or geometry (same formula, charge and spin): 3.8 kcal/mol
* SMILES: O=S(=O)([O-])C([O-])=S

---

Record 6
The molecule CO4S2 at a distorted geometry, computed with ωB97M-V/def2-TZVPD.

XYZ file:
```
7
Properties=species:S:1:pos:R:3:lowdin_charge:R:1
C -0.695 -1.348 -0.941 -0.139
O 1.743 -0.745 0.112 -0.459
O 0.355 1.290 -0.402 -0.773
O -0.036 1.000 2.234 -0.490
O -1.689 -0.867 -0.559 0.019
S 1.056 -0.055 -0.942 0.861
S -0.030 1.950 1.168 0.982
```

Computed properties:
* HOMO level (alpha / beta): -8.4 / -9.5 eV
* E_tot: -30893.60099 eV
* LUMO energy (alpha / beta): -1.54 / -1.49 eV
* gap between HOMO and LUMO (alpha / beta): 6.874 / 7.989 eV
* energy relative to the best compared isomer or geometry (same formula, charge and spin): 71.6 kcal/mol

---

Record 7
A cluster of 2 separate species, CO5S in total at a distorted geometry, computed with ωB97M-V/def2-TZVPD.

XYZ file:
```
7
Properties=species:S:1:pos:R:3:lowdin_charge:R:1
C -0.372 0.583 1.433 -0.628
O -1.512 0.573 1.211 0.072
O 0.761 -0.385 -2.594 -0.667
O 0.456 0.623 2.275 0.037
O -0.475 -1.578 -0.735 -0.668
O 0.399 0.829 -0.498 -0.581
S 0.743 -0.646 -1.092 0.435
```

Computed properties:
* net charge: -2
* HOMO level: 1.3 eV
* E_tot: -22108.43789 eV
* LUMO energy: 6.72 eV
* gap between HOMO and LUMO: 5.401 eV
* energy relative to the best compared isomer or geometry (same formula, charge and spin): 23.8 kcal/mol

---

Record 8
A cluster of 2 separate species, CO5S in total at a distorted geometry, computed with ωB97M-V/def2-TZVPD.

XYZ file:
```
7
Properties=species:S:1:pos:R:3:lowdin_charge:R:1
C -1.638 0.083 -0.068 -0.436
O -2.444 0.852 0.058 0.301
O 1.133 -0.332 1.420 -0.219
O 2.061 -0.859 -0.825 -0.234
O 0.689 1.192 -0.462 -0.241
O -0.993 -0.877 -0.156 0.145
S 1.191 -0.058 0.031 0.683
```

Computed properties:
* HOMO level: -12.2 eV
* E_tot: -22108.74629 eV
* LUMO energy: -0.81 eV
* gap between HOMO and LUMO: 11.409 eV
* energy relative to the best compared isomer or geometry (same formula, charge and spin): 8.9 kcal/mol
* SMILES: O=S(=O)=O.O=C=O

---

Question: Which of these has the highest E_tot?
Answer: CO2S

---

What did the second record say?
The ion CO4P with charge -1 at a distorted geometry, computed with ωB97M-V/def2-TZVPD.

XYZ file:
```
6
Properties=species:S:1:pos:R:3:lowdin_charge:R:1
C -0.611 0.689 -0.202 -0.891
O 1.135 -1.620 1.032 -0.496
O -1.302 1.670 -0.130 0.042
O -0.926 -0.537 -0.346 -0.137
O 0.754 0.772 -0.085 -0.234
P 0.949 -0.974 -0.269 0.717
```

Computed properties:
* net charge: -1
* HOMO level: -4.8 eV
* E_tot: -18519.66171 eV
* LUMO energy: 4.45 eV
* gap between HOMO and LUMO: 9.299 eV
* energy relative to the best compared isomer or geometry (same formula, charge and spin): 0.0 kcal/mol
* SMILES: O=P12OC1([O-])O2

---

Question: What is the formula in the sixth record?
Answer: CO4S2